#i
Here is a cluster of 2 separate species, C2H2F3NO in total from OMol25. Energies are from ωB97M-V/def2-TZVPD.

The structure (SMILES) is [O-][N+]#CF.FCF. Its orbital gap is 0.365 Ha. Its HOMO energy is -9.976 eV. The value obtained for the LUMO energy is -0.04 eV.

The geometry in XYZ format:
```
9
C2H2F3NO, DFT ωB97M-V/def2-TZVPD
C -0.7088 0.7381 1.3618
C 0.5136 -0.2423 -1.3038
N -0.5939 -0.3147 1.8495
O -0.4521 -1.5024 1.8086
F -0.8747 1.9890 1.4886
F 0.5180 1.0232 -0.7289
F -0.1036 -0.1178 -2.4237
H 0.0511 -0.9451 -0.5039
H 1.6505 -0.6279 -1.5482
```

---

#ii
Here is an isolated molecule of C2H2F3NO from OMol25. Energies are from ωB97M-V/def2-TZVPD.

The structure (SMILES) is O[C@@H](F)/C(F)=N/F. Its orbital gap is 0.469 Ha. Its HOMO energy is -12.171 eV. The value obtained for the LUMO energy is 0.59 eV.

The geometry in XYZ format:
```
9
C2H2F3NO, DFT ωB97M-V/def2-TZVPD
C -0.6346 0.1020 -0.7881
C 0.4468 -0.6096 0.2419
N 1.0002 0.1561 1.0239
O -1.1358 1.1545 -0.1703
F -0.1946 0.5111 -2.0624
F 0.4539 -1.9918 0.3099
F 1.7820 -0.2044 2.1044
H -1.3611 -0.6830 -1.1189
H -0.3568 1.5651 0.4595
```

---

Most stable structure, least stable structure: #ii, #i.

---

#i
Here is a cluster of 2 separate species, C3H6F2N in total from OMol25. Energies are from ωB97M-V/def2-TZVPD.

Its orbital gap is 0.356 Ha. Its charge is +1. Its HOMO energy is -15.042 eV. The value obtained for the LUMO energy is -5.36 eV.

The geometry in XYZ format:
```
12
C3H6F2N, DFT ωB97M-V/def2-TZVPD
C 0.0724 0.1330 -0.6034
C 0.9480 0.7633 0.4898
C 0.9613 -0.6956 0.2494
N -1.3816 0.0028 -0.3960
F 1.9517 1.5365 0.0496
F 1.9117 -1.4997 -0.1379
H 0.3638 0.3207 -1.6324
H 0.5159 1.1712 1.3981
H -0.1570 -1.5813 1.5856
H -1.5161 -0.4830 0.5191
H -1.8033 -0.5829 -1.1335
H -1.8668 0.9148 -0.3884
```

---

#ii
Here is the ion C3H6F2N with charge +1 from OMol25. Energies are from ωB97M-V/def2-TZVPD.

The structure (SMILES) is [NH3+][C@@H]1[C@@H](F)[C@H]1F. Its orbital gap is 0.419 Ha. Its charge is +1. Its HOMO energy is -15.684 eV. The value obtained for the LUMO energy is -4.29 eV.

The geometry in XYZ format:
```
12
C3H6F2N, DFT ωB97M-V/def2-TZVPD
C 0.5313 -0.0753 -0.1422
C -0.1158 0.9269 0.8175
C -0.3149 -0.5410 1.1278
N 0.0005 -0.3051 -1.4886
F 0.7513 1.7264 1.4739
F 0.3550 -1.0402 2.1666
H 1.5463 -0.0600 -0.2186
H -1.0335 1.4555 0.5951
H -1.3681 -0.7934 1.0976
H 0.3803 -1.3354 -1.6455
H 0.2539 0.2362 -2.2760
H -0.9861 -0.1945 -1.5077
```

---

Most stable structure, least stable structure: #ii, #i.

---

#i
Here is a structure of composition C19H38O2 from OMol25. Energies are from ωB97M-V/def2-TZVPD.

Its orbital gap is 0.369 Ha. Its HOMO energy is -9.480 eV. The value obtained for the LUMO energy is 0.57 eV.

The geometry in XYZ format:
```
59
C19H38O2, DFT ωB97M-V/def2-TZVPD
C -2.7981 2.4357 10.9575
C -3.1175 0.9822 10.8757
C -3.5451 0.4845 9.4433
C -2.3320 0.7875 8.3500
C -2.7491 0.4436 6.9048
C -1.4533 0.4889 5.8747
C -1.6934 -0.0433 4.4927
C -0.9037 0.1554 3.4487
C -1.2371 -0.3853 2.0400
C -0.0517 -0.1001 1.1396
C -0.4534 -0.8672 -0.3453
C 0.5955 -0.4669 -1.4413
C 0.2848 -0.7164 -2.6970
C 1.4133 -0.7414 -3.6927
H 1.4932 0.4903 -3.8187
C 1.1950 -1.1844 -5.1357
C 2.2355 -0.7333 -6.0775
C 1.8693 -1.3647 -7.5320
C 2.7302 -1.1557 -8.4778
C 3.0411 0.2947 -8.8700
O 1.9770 1.2063 -8.9187
O 4.3270 0.5809 -9.3076
H 4.2321 1.5489 -9.4623
H 3.9883 -1.5418 -8.2202
H 2.3577 -1.6679 -9.5763
H 1.5564 -2.4721 -7.4045
H 0.9049 -0.7312 -7.8299
H 2.9780 -1.4664 -5.7980
H 2.4368 0.1993 -6.2274
H 0.1850 -0.6846 -5.3741
H 0.7943 -2.3259 -5.0707
H 2.2567 -1.0516 -3.4589
H 0.1388 -2.0475 -2.6074
H -0.5711 -0.3310 -3.0429
H 1.6505 -0.8300 -0.9987
H 0.8245 0.4671 -1.3221
H -1.4983 -0.1328 -0.6454
H -0.3771 -1.8625 -0.1485
H 0.1570 0.8752 1.0273
H 0.9382 -0.7986 1.3554
H -1.9299 0.1143 1.9087
H -1.1391 -1.6293 2.1182
H -0.5065 1.2223 3.3602
H 0.2036 -0.2502 3.8232
H -2.8750 0.3695 4.0489
H -2.1667 -1.0888 4.7339
H -1.2638 1.5871 5.9362
H -0.5985 0.0516 6.4041
H -3.7050 0.6885 6.5557
H -2.8477 -0.9321 6.8687
H -2.1253 1.7785 8.2348
H -1.4829 0.2003 8.6668
H -3.8897 -0.5157 9.4554
H -4.2142 1.1665 9.0761
H -3.7843 0.6800 11.5513
H -2.0297 0.2700 11.1340
H -2.0323 2.8781 10.2634
H -2.6076 2.6837 11.8660
H -3.7619 2.9137 10.5758
```

---

#ii
Here is an isolated molecule of C19H38O2 from OMol25. Energies are from ωB97M-V/def2-TZVPD.

The structure (SMILES) is CCCCCCCCCCCCCCCC(=O)OC(C)C. Its orbital gap is 0.402 Ha. Its HOMO energy is -10.081 eV. The value obtained for the LUMO energy is 0.85 eV.

The geometry in XYZ format:
```
59
C19H38O2, DFT ωB97M-V/def2-TZVPD
C 4.4173 1.2793 -4.6924
C 4.2062 -0.0513 -3.9803
C 3.2921 0.0933 -2.7660
C 3.0817 -1.2380 -2.0478
C 2.0976 -1.1439 -0.8814
C 2.6530 -0.3922 0.3266
C 1.6123 -0.2741 1.4383
C 2.1753 0.4140 2.6795
C 1.1227 0.7582 3.7358
C 0.4372 -0.4609 4.3675
C -0.8877 -0.8432 3.7028
C -2.0256 0.1106 4.0662
C -3.2826 -0.1242 3.2260
C -3.1382 0.4056 1.8007
H -2.9617 1.4834 1.8332
H -2.2837 -0.0618 1.3104
C -4.3891 0.1263 0.9627
C -4.2207 0.6578 -0.4429
O -4.8948 1.5238 -0.9371
O -3.2080 0.0504 -1.0631
C -2.8959 0.4641 -2.4039
C -1.4018 0.2516 -2.6008
H -0.8409 0.8316 -1.8718
H -1.1587 -0.8005 -2.4744
H -1.1127 0.5663 -3.5994
C -3.7303 -0.3413 -3.3938
H -4.7883 -0.1613 -3.2189
H -3.5274 -1.4033 -3.2750
H -3.4877 -0.0433 -4.4098
H -3.1500 1.5283 -2.4937
H -5.2644 0.6018 1.4062
H -4.5555 -0.9511 0.9077
H -4.1298 0.3757 3.7008
H -3.5030 -1.1938 3.1973
H -2.2700 -0.0214 5.1229
H -1.7018 1.1447 3.9344
H -1.1659 -1.8519 4.0185
H -0.7576 -0.8613 2.6226
H 1.1206 -1.3115 4.3238
H 0.2413 -0.2593 5.4233
H 0.3723 1.4102 3.2856
H 1.6198 1.3316 4.5217
H 2.6638 1.3427 2.3715
H 2.9413 -0.2236 3.1277
H 0.7597 0.2984 1.0640
H 1.2609 -1.2736 1.7000
H 2.9680 0.6090 0.0278
H 3.5328 -0.9177 0.7058
H 1.8254 -2.1546 -0.5667
H 1.1858 -0.6499 -1.2244
H 2.7008 -1.9651 -2.7697
H 4.0418 -1.6098 -1.6826
H 3.7302 0.8198 -2.0796
H 2.3236 0.4830 -3.0896
H 5.1720 -0.4480 -3.6588
H 3.7698 -0.7706 -4.6774
H 5.0687 1.1546 -5.5543
H 4.8728 2.0036 -4.0203
H 3.4672 1.6830 -5.0358
```

---

Most stable structure, least stable structure: #ii, #i.

---

#i
Here is a cluster of 2 separate species, C2H4O2S in total from OMol25. Energies are from ωB97M-V/def2-TZVPD.

Its orbital gap (spin up / spin down) is 0.237 / 0.237 Ha. Its HOMO energy (spin up / spin down) is -7.856 / -7.872 eV. The value obtained for the LUMO energy (spin up / spin down) is -1.42 / -1.41 eV.

The geometry in XYZ format:
```
9
C2H4O2S, DFT ωB97M-V/def2-TZVPD
C -1.3724 -1.6634 0.5634
C -0.2541 0.4687 0.3291
O -2.9234 0.4742 -0.8893
O -0.9818 -0.5727 1.0229
S -4.0437 -0.0738 -0.1255
H -0.8850 -2.0966 -0.3087
H -0.9315 0.9493 -0.3380
H 0.5847 0.0348 -0.2258
H 0.1711 1.1236 1.1434
```

---

#ii
Here is a cluster of 2 separate species, C2H4O2S in total from OMol25. Energies are from ωB97M-V/def2-TZVPD.

Its orbital gap is 0.310 Ha. Its HOMO energy is -9.547 eV. The value obtained for the LUMO energy is -1.11 eV.

The geometry in XYZ format:
```
9
C2H4O2S, DFT ωB97M-V/def2-TZVPD
C 0.9242 -0.5965 0.0295
C 1.2961 0.6558 -0.1309
O -2.9608 -0.1311 -0.9557
O -1.2315 -0.3171 0.6906
S -2.4419 0.3056 0.2945
H 0.2358 -1.0440 -0.6597
H 1.2805 -1.1824 0.7709
H 1.8535 0.9492 0.8248
H 1.0441 1.3604 -0.8641
```

---

#iii
Here is a cluster of 2 separate species, C2H4O2S in total from OMol25. Energies are from ωB97M-V/def2-TZVPD.

Its orbital gap is 0.335 Ha. Its HOMO energy is -10.221 eV. The value obtained for the LUMO energy is -1.11 eV.

The geometry in XYZ format:
```
9
C2H4O2S, DFT ωB97M-V/def2-TZVPD
C 1.3126 0.0687 -0.7130
C 1.4961 0.1685 0.5686
O -3.0773 -1.4570 0.3049
O -2.3240 0.8916 0.2171
S -3.2136 -0.1462 -0.2229
H 0.6299 -0.5954 -1.0542
H 1.9757 0.5832 -1.3712
H 2.2976 0.8279 1.0527
H 0.9031 -0.3414 1.2180
```

---

Most stable structure, least stable structure: #iii, #i.

---

#i
Here is the ion C10H17N2 with charge +1 from OMol25. Energies are from ωB97M-V/def2-TZVPD.

The structure (SMILES) is C/C=C/[N+]1=C(C)C(C)(C)C(C)=N1. Its orbital gap (spin up / spin down) is 0.277 / 0.277 Ha. Its charge is +1. Its HOMO energy (spin up / spin down) is -12.542 / -12.542 eV. The value obtained for the LUMO energy (spin up / spin down) is -5.01 / -5.01 eV.

The geometry in XYZ format:
```
29
C10H17N2, DFT ωB97M-V/def2-TZVPD
C -1.4790 0.2946 0.1066
C 0.4530 -0.9030 -0.3640
C 1.7473 2.0355 1.6425
C 1.7545 0.7675 1.1940
C -0.9234 -0.7585 -0.8508
C -2.8525 0.5906 0.2220
C 1.2568 -2.0458 -0.6416
C 2.8787 2.9163 2.1253
C -1.5684 -2.0796 -0.7192
C -0.8941 -0.2872 -2.3326
N -0.6429 0.8152 0.9248
N 0.6022 0.1629 0.7188
H 0.7536 2.3472 1.6804
H 2.5516 0.1096 1.2531
H -3.2718 0.6820 -0.8552
H -3.0246 1.4607 0.9335
H -3.4058 -0.2614 0.6696
H 2.3149 -2.0422 -0.5618
H 0.9566 -2.3766 -1.7094
H 0.9762 -2.9164 0.0712
H 2.8145 3.9209 1.7537
H 2.7806 2.9253 3.2060
H 3.7995 2.6578 1.7875
H -1.5409 -2.4667 0.3229
H -0.9961 -2.7611 -1.3488
H -2.5469 -1.9782 -1.1834
H 0.1226 -0.7280 -2.6343
H -0.9961 0.8242 -2.5075
H -1.6202 -0.9054 -2.9034
```

---

#ii
Here is the ion C10H17N2 with charge +1 from OMol25. Energies are from ωB97M-V/def2-TZVPD.

The structure (SMILES) is C\C=[N+](C)/C=C/C=C\C=C(/C)N. Its orbital gap is 0.247 Ha. Its charge is +1. Its HOMO energy is -10.918 eV. The value obtained for the LUMO energy is -4.21 eV.

The geometry in XYZ format:
```
29
C10H17N2, DFT ωB97M-V/def2-TZVPD
C -0.9504 -2.1833 0.5754
C -2.2519 -1.7469 0.6447
C 0.1866 -1.3636 0.3820
C -2.7070 -0.2912 0.6326
C 0.4756 -0.1085 0.7632
C 2.6334 0.1972 -0.1426
C -2.3859 0.6464 -0.2940
C 2.7455 -0.4611 -1.5051
C -1.5664 0.3203 -1.5566
C 2.2561 1.1524 1.9065
N 1.7741 0.2496 0.8157
N -2.8068 1.9482 -0.2964
H -0.7906 -3.1717 0.4215
H -3.0654 -2.3644 0.5275
H 1.0056 -1.8805 0.0601
H -3.6287 -0.0009 1.0576
H -0.2289 0.5800 1.1782
H 3.5160 0.6645 0.0139
H 3.2143 -1.3716 -1.1989
H 3.4180 0.2368 -2.0698
H 1.9301 -0.6140 -2.0912
H -1.4880 -0.8077 -1.7047
H -0.6200 0.8440 -1.7078
H -2.1983 0.6620 -2.4543
H 1.7771 1.0969 2.8579
H 3.2401 0.6738 2.0444
H 2.3736 2.1745 1.5526
H -3.3982 2.2589 0.4423
H -2.4598 2.6597 -0.8550
```

---

Most stable structure, least stable structure: #i, #ii.

---

#i
Here is a cluster of 2 separate species, C2H4BrNO2 in total from OMol25. Energies are from ωB97M-V/def2-TZVPD.

The structure (SMILES) is O=[NH+][O-].C=CBr. Its orbital gap is 0.314 Ha. Its HOMO energy is -8.978 eV. The value obtained for the LUMO energy is -0.42 eV.

The geometry in XYZ format:
```
10
C2H4BrNO2, DFT ωB97M-V/def2-TZVPD
C 1.1035 0.2963 -1.1523
C -0.0344 0.8878 -0.9101
N -0.7298 -0.8665 1.6571
O -0.1322 -1.2439 0.6377
O -0.5011 0.1619 2.2477
Br -1.3056 0.9428 -2.1972
H 1.3162 -0.0327 -2.1729
H -1.3460 -1.6612 2.1648
H 1.8318 0.1870 -0.2913
H -0.2024 1.3286 0.0165
```

---

#ii
Here is an isolated molecule of C2H4BrNO2 from OMol25. Energies are from ωB97M-V/def2-TZVPD.

The structure (SMILES) is C[C@@H](Br)[N+](=O)[O-]. Its orbital gap is 0.325 Ha. Its HOMO energy is -10.721 eV. The value obtained for the LUMO energy is -1.89 eV.

The geometry in XYZ format:
```
10
C2H4BrNO2, DFT ωB97M-V/def2-TZVPD
C -0.8495 0.7653 0.2779
C 0.2110 0.0330 -0.4588
N 0.4793 -1.3179 0.0165
O 0.7732 -2.1232 -0.8338
O 0.3466 -1.5385 1.1928
Br 2.1746 1.2731 -0.0346
H -0.7097 0.6440 1.3504
H -1.8242 0.3613 0.0058
H -0.8286 1.8226 0.0259
H 0.2274 0.0802 -1.5421
```

---

Most stable structure, least stable structure: #ii, #i.